This record from OMol25 describes a structure of composition C31H40AsBrN6O5Sc. The level of theory is ωB97M-V/def2-TZVPD.

The geometry in XYZ format:
```
85
C31H40AsBrN6O5Sc, DFT ωB97M-V/def2-TZVPD
Sc 0.264 0.438 0.366
O -2.447 -3.816 2.618
C -2.848 -2.719 3.349
C -3.741 -2.943 4.385
C -4.178 -1.872 5.147
C -3.722 -0.586 4.889
C -2.834 -0.376 3.846
C -2.400 -1.433 3.057
C -1.448 -1.208 1.914
O -0.905 0.062 1.838
N -2.123 -1.462 0.647
N -1.286 -1.250 -0.409
C -1.574 -1.763 -1.536
C -0.751 -1.574 -2.729
Br 0.663 -0.315 -2.572
C -0.913 -2.186 -3.897
C -1.891 -3.268 -4.157
C -2.636 -3.229 -5.334
C -3.561 -4.223 -5.612
C -3.734 -5.278 -4.726
C -2.974 -5.342 -3.567
C -2.052 -4.344 -3.284
H -1.604 -3.643 2.183
H -4.072 -3.953 4.584
H -4.875 -2.047 5.957
H -4.057 0.245 5.495
H -2.461 0.614 3.616
H -0.618 -1.933 2.027
H -2.779 -2.231 0.578
H -2.455 -2.390 -1.650
H -0.288 -1.879 -4.728
H -2.497 -2.411 -6.030
H -4.142 -4.177 -6.523
H -4.447 -6.060 -4.950
H -3.088 -6.177 -2.888
H -1.426 -4.422 -2.403
C -2.525 3.967 -1.486
N -1.623 3.904 -0.328
C -1.493 4.945 0.548
C -0.711 4.882 1.646
C -0.008 3.660 1.865
N -0.101 2.687 0.975
C -0.920 2.762 -0.085
O -1.009 1.743 -0.813
N 0.751 3.428 2.934
H -2.817 5.003 -1.625
H -3.404 3.353 -1.306
H -2.004 3.606 -2.368
H -2.072 5.825 0.308
H -0.644 5.714 2.329
H 0.852 4.108 3.666
H 1.169 2.510 3.046
O 1.140 -3.319 -0.019
C 1.600 -2.602 0.831
C 2.333 -3.066 2.087
C 2.483 -1.804 2.932
C 1.974 -0.721 2.014
O 1.894 0.497 2.255
N 1.533 -1.202 0.828
H 3.291 -3.489 1.784
H 1.767 -3.863 2.566
H 3.506 -1.578 3.233
H 1.873 -1.804 3.836
C 5.441 0.500 -1.284
C 4.093 0.105 -0.695
As 2.812 1.568 -0.478
C 3.812 2.792 0.645
C 3.412 4.251 0.457
C 2.946 2.436 -2.218
C 1.728 3.307 -2.523
H 6.038 -0.391 -1.484
H 6.022 1.126 -0.606
H 5.342 1.036 -2.228
H 4.210 -0.359 0.286
H 3.586 -0.634 -1.317
H 4.863 2.652 0.397
H 3.668 2.456 1.672
H 3.674 4.617 -0.535
H 3.927 4.887 1.180
H 2.341 4.412 0.590
H 3.048 1.641 -2.959
H 3.873 3.011 -2.244
H 0.811 2.713 -2.521
H 1.810 3.779 -3.503
H 1.608 4.105 -1.787
```

- HOMO (eV) = -10.54
- energy above the lowest of the compared OMol25 structures with the same formula, charge and spin (eV) = 0.329
- gap between HOMO and LUMO (eV) = 7.962
- total charge = +1
- LUMO energy (eV) = -2.6

Here are the Löwdin charges for atoms 1 to 2, given in e: 0.78 0.05